(1)
The molecule C23H29NO3. Source: the OMol25 dataset; level of theory: ωB97M-V/def2-TZVPD.

```
56
Properties=species:S:1:pos:R:3:forces:R:3:lowdin_charge:R:1
C -7.26081 -0.47923 0.75794 0.1 0.2 0.1 -0.109
C -6.72382 0.90066 1.11956 -0.1 0.0 -0.2 -0.260
C -6.35672 1.74259 -0.10341 0.4 -0.2 0.2 -0.180
C -5.09421 1.25256 -0.80670 -0.4 0.1 -0.3 -0.207
O -4.00816 1.41638 0.08669 0.1 0.0 0.2 -0.037
C -2.76971 1.04273 -0.30125 0.4 0.0 0.1 -0.258
C -1.75215 1.23880 0.63887 -0.3 0.1 0.0 0.009
C -0.45338 0.88455 0.35818 0.1 -0.1 -0.2 -0.018
C -0.11963 0.33023 -0.87882 -0.5 0.1 -0.3 -0.147
C 1.24491 -0.08567 -1.26714 0.2 0.2 0.2 -0.315
O 1.59462 -0.11406 -2.42668 0.0 0.0 0.0 0.099
C 2.14260 -0.60955 -0.14827 0.4 -0.2 -0.3 -0.183
C 3.62483 -0.51347 -0.53975 -0.1 0.0 0.1 -0.148
N 4.16260 0.76257 -0.10418 0.0 0.0 -0.1 -0.168
C 4.68105 0.72232 1.25068 0.1 0.4 0.1 -0.168
C 5.05884 2.14027 1.67896 -0.2 -0.3 0.2 -0.200
O 6.02067 2.69651 0.81524 0.2 0.0 0.0 -0.133
C 5.54172 2.71225 -0.50991 0.0 -0.2 -0.4 -0.197
C 5.17382 1.30835 -0.99106 0.1 0.3 0.1 -0.164
C 1.67849 -2.02918 0.07103 -0.1 -0.1 0.2 -0.191
C 0.97341 -2.37819 1.21536 0.1 0.0 0.0 -0.029
C 0.54163 -3.67913 1.40508 -0.1 -0.1 0.1 -0.082
C 0.80466 -4.64535 0.44964 0.0 -0.1 0.0 -0.093
C 1.49772 -4.30261 -0.69922 0.0 -0.1 -0.1 -0.075
C 1.92861 -3.00239 -0.88975 0.0 0.0 0.0 -0.025
C -1.13433 0.16332 -1.82021 0.3 0.0 0.2 0.002
C -2.44338 0.49973 -1.54263 -0.4 0.1 0.0 0.000
H -6.50606 -1.07737 0.25363 0.0 -0.1 -0.1 0.064
H -8.12608 -0.39305 0.10362 -0.1 0.0 -0.1 0.073
H -7.56361 -1.01095 1.65685 0.0 -0.1 0.0 0.069
H -5.84051 0.79915 1.75150 0.0 0.1 0.1 0.105
H -7.48443 1.43644 1.69105 0.1 0.0 0.1 0.105
H -7.17838 1.73441 -0.82183 0.0 0.1 -0.1 0.116
H -6.18561 2.77350 0.21092 0.0 0.1 -0.1 0.115
H -4.92323 1.84405 -1.71673 0.0 -0.1 0.1 0.131
H -5.19426 0.19732 -1.08958 0.1 0.1 0.0 0.122
H -2.01613 1.67934 1.58766 0.0 0.1 0.1 0.119
H 0.30712 1.07902 1.09844 0.1 0.0 0.1 0.111
H 1.98180 -0.03236 0.76151 0.0 -0.1 0.0 0.117
H 4.18475 -1.36095 -0.11272 0.0 0.1 0.0 0.134
H 3.69528 -0.56938 -1.62832 0.0 -0.1 0.1 0.116
H 3.91571 0.32892 1.92267 0.0 0.0 0.1 0.122
H 5.57390 0.07354 1.32044 -0.1 0.0 0.0 0.132
H 5.50433 2.13998 2.67549 -0.1 0.0 0.0 0.124
H 4.15365 2.76698 1.68072 0.1 -0.1 0.0 0.126
H 6.34269 3.13351 -1.11966 -0.1 0.0 0.0 0.124
H 4.65172 3.35596 -0.57583 0.1 0.0 0.0 0.127
H 4.76272 1.36752 -2.00026 0.0 0.0 0.0 0.128
H 6.08416 0.68230 -1.00825 0.0 0.0 0.0 0.132
H 0.76183 -1.62947 1.96554 0.0 0.1 0.1 0.112
H -0.00227 -3.93813 2.30179 0.0 0.0 0.1 0.102
H 0.46727 -5.66057 0.59752 0.0 -0.1 0.0 0.100
H 1.69995 -5.05049 -1.45190 0.0 -0.1 -0.1 0.103
H 2.45447 -2.73444 -1.79333 0.1 0.0 -0.1 0.120
H -0.87584 -0.25184 -2.78294 0.0 0.0 -0.1 0.122
H -3.19876 0.34208 -2.29621 -0.1 0.0 0.0 0.106
```
Forces are in eV/Å.

Calculated values
electronic energy	-1174.28286	a.u.
LUMO energy	0.591	eV
HOMO-LUMO gap	9.2556	eV
ΔE to the lowest compared entry with this formula, charge and spin	245.6	kJ/mol
SMILES	CCCCOc1ccc(C(=O)[C@H](CN2CCOCC2)c2ccccc2)cc1

***

(2)
C23H29NO4 as an isolated structure in a non-equilibrium geometry. Source: the OMol25 dataset; level of theory: ωB97M-V/def2-TZVPD.

```
57
Properties=species:S:1:pos:R:3:forces:R:3:lowdin_charge:R:1
C -4.20727 -1.30530 2.66680 1.8 -3.2 -5.6 0.010
C -3.52703 -0.83055 1.28269 -8.5 5.0 7.0 -0.239
C -3.99937 0.43507 0.66686 -1.8 -2.6 3.6 -0.039
C -3.58938 0.76031 -0.53002 1.4 1.9 -4.3 -0.017
C -2.60127 -0.09252 -1.29578 -3.4 0.8 7.3 -0.235
C -2.18955 -1.16187 -0.50931 1.0 0.3 -3.6 0.054
C -2.76103 -1.64284 0.80574 3.3 5.4 -10.9 -0.046
H -2.31416 -2.40841 0.95274 4.5 -9.8 3.4 0.014
H -1.39358 -1.61507 -1.11689 0.2 -1.1 1.2 0.092
O -2.15607 0.57161 -2.33670 -6.1 3.9 2.2 -0.010
C -1.15428 0.22225 -2.96117 5.8 -7.9 -6.9 -0.311
C 0.13396 0.15672 -2.31834 9.0 -4.4 4.3 -0.113
O 0.93678 -1.13247 -2.26057 -4.9 7.8 -0.5 -0.138
N 0.64060 1.32053 -1.63991 -2.6 -5.5 -4.7 -0.015
C -0.08718 2.47846 -1.89610 0.1 0.5 7.0 -0.085
H -1.02722 2.37676 -2.27493 -1.9 -0.3 -1.7 0.084
C -0.43593 2.79442 -0.31379 -0.6 8.1 -3.6 -0.090
C 0.74795 3.03698 0.56849 2.1 2.0 -5.8 -0.155
H 0.62842 3.51122 1.43725 -1.3 0.4 4.2 0.082
H 1.37469 3.92019 0.15701 -0.7 -1.2 -0.6 0.138
C 1.54370 1.77427 0.44655 1.5 7.4 11.1 -0.643
C 1.72590 1.39768 -0.74961 6.1 -4.5 -13.3 -0.191
H 2.28853 0.42374 -0.84737 -0.8 0.5 0.3 0.185
H 2.47239 2.05175 -1.21516 0.0 0.3 -0.4 0.173
C 0.79798 0.88214 1.08469 -3.2 -6.7 13.2 -0.060
C 1.72411 -0.31250 2.06213 -5.9 1.5 2.9 -0.231
H 0.97557 -1.21545 2.58321 1.0 3.5 -0.4 0.168
H 2.29354 0.30855 2.80425 -0.5 -1.2 -0.5 0.107
O 2.47652 -1.06505 1.37024 6.5 -2.5 -3.8 -0.096
C 2.16935 -2.12038 0.56035 -1.7 0.0 -0.8 -0.323
C 0.87860 -2.53333 0.46682 -4.6 -2.9 0.5 0.007
C 0.54582 -3.75161 -0.42324 0.4 6.5 5.4 -0.020
C 1.56529 -4.21494 -1.11951 -4.2 -2.1 0.0 -0.226
C 2.77840 -3.82122 -1.18946 8.1 5.6 0.0 -0.089
C 3.06902 -2.68511 -0.35538 3.9 2.0 -0.1 0.005
H 4.12327 -1.96390 -0.33368 -2.8 -2.7 -0.4 0.185
H 3.58305 -4.08656 -1.99960 -1.8 0.1 1.9 0.154
H 1.29366 -5.07260 -1.51146 -0.9 -4.3 -2.9 0.070
H -0.43376 -4.10923 -0.25469 -0.7 -0.8 -0.6 0.088
H -0.02065 -2.11767 1.25104 2.7 -1.1 -2.6 0.147
H 0.21662 0.11499 0.79302 -2.6 -1.5 -2.6 0.040
H 0.03677 1.27302 2.31744 2.1 -0.6 -3.7 0.245
C 2.87020 2.00765 1.21714 3.8 -3.2 -0.9 -0.226
O 3.67907 2.89034 0.55218 -0.9 6.9 -0.6 -0.129
H 3.24116 3.96044 0.62237 1.9 -4.7 -0.3 0.216
H 3.72803 1.07911 1.12268 -3.1 1.5 0.3 0.208
H 2.90647 2.21791 2.28337 -1.2 0.1 0.2 0.127
H -1.02895 2.08799 0.11224 -2.4 -1.8 0.8 0.052
H -0.95638 4.01048 -0.53345 0.7 -3.7 1.3 0.195
H 0.47578 3.29554 -2.16491 1.4 1.7 -1.4 0.106
H -1.26844 -0.98025 -3.26621 0.4 2.5 0.4 0.205
H -0.96024 0.61700 -3.97120 -0.7 0.7 0.3 0.164
H -3.82965 1.75318 -1.06838 -0.1 -1.7 1.0 0.146
H -4.87852 0.82055 1.27732 1.5 0.4 -1.2 0.138
H -5.17879 -1.67594 2.55921 -1.6 -0.6 -0.7 0.064
H -3.65817 -2.06125 3.17251 0.8 -0.8 0.1 0.074
H -4.26433 -0.57486 3.26050 -0.4 6.0 4.8 -0.014
```
Forces are in eV/Å.

Calculated values
electronic energy	-1248.77297	a.u.
LUMO energy	0.434	eV
HOMO-LUMO gap	8.5324	eV
ΔE to the lowest compared entry with this formula, charge and spin	2097.9	kJ/mol

***

(3)
The molecule C23H29NO5. Source: the OMol25 dataset; level of theory: ωB97M-V/def2-TZVPD.

```
58
Properties=species:S:1:pos:R:3:forces:R:3:lowdin_charge:R:1
C 6.31319 3.76911 0.25639 -0.5 -0.4 -0.1 0.134
C 5.38256 3.06902 -0.03550 0.7 0.5 0.2 -0.106
C 4.28813 2.24001 -0.37985 -0.4 -0.3 -0.1 -0.262
C 3.00986 2.77807 -0.52226 0.0 0.0 0.0 -0.011
C 1.94331 1.96613 -0.85330 0.1 -0.1 -0.1 -0.011
C 2.12566 0.60252 -1.04738 0.1 0.0 -0.2 -0.171
C 0.97353 -0.32197 -1.38677 0.0 -0.1 0.3 -0.192
C -0.27992 0.42930 -1.70658 -0.2 -0.2 0.1 0.025
C -1.33030 0.47532 -0.88745 0.6 -0.1 -0.2 -0.150
C -2.52416 1.29216 -1.27464 -0.1 0.1 -0.2 -0.376
O -2.36227 2.30748 -1.93403 0.2 0.1 0.0 0.065
N -3.75834 0.87464 -0.91669 -0.2 0.0 0.1 -0.038
C -4.13365 -0.31983 -0.19810 -0.1 -0.3 0.4 -0.113
C -4.76483 0.08841 1.13897 0.2 -0.3 -0.2 -0.181
O -5.87488 0.93309 0.93773 -0.2 0.0 0.1 -0.131
C -5.50966 2.09666 0.22784 0.0 0.1 -0.3 -0.180
C -4.89503 1.74915 -1.13164 -0.1 0.4 0.2 -0.106
O -1.37313 -0.14386 0.34189 -0.2 0.3 -0.2 0.015
C -0.13116 -0.56662 0.83529 0.5 -0.5 0.3 -0.308
O 0.54150 0.56494 1.32534 -0.5 0.0 -0.2 -0.067
C 1.45287 0.34478 2.38291 0.2 0.0 0.3 -0.240
C 0.77515 0.24596 3.74718 0.0 0.0 -0.5 -0.061
C 0.68600 -1.30764 -0.23738 -0.3 0.2 0.2 -0.190
C -0.08466 -2.54196 -0.72252 0.2 0.1 -0.1 -0.140
C 0.80293 -3.61160 -1.36156 0.0 0.0 0.5 -0.168
C 1.73736 -4.30886 -0.36613 -0.3 -0.3 -0.4 -0.263
O 2.85240 -3.53524 0.01305 0.5 0.3 0.1 -0.078
C 3.40449 0.07182 -0.91479 -0.1 0.1 0.0 -0.022
C 4.47703 0.87357 -0.58217 0.0 0.0 0.0 -0.020
H 7.12433 4.38377 0.51072 0.4 0.3 0.1 0.015
H 2.86005 3.83678 -0.36864 0.0 0.1 0.0 0.119
H 0.95689 2.39205 -0.94895 -0.1 0.0 0.0 0.120
H 1.26890 -0.89975 -2.27240 0.0 0.0 0.1 0.153
H -0.33095 0.96866 -2.63841 -0.1 0.2 0.0 0.136
H -3.27405 -0.96078 -0.02763 -0.1 0.0 -0.1 0.117
H -4.88087 -0.85764 -0.79600 0.1 0.0 0.1 0.135
H -5.14026 -0.78514 1.67428 0.1 0.0 0.0 0.127
H -4.00423 0.59585 1.75073 0.0 0.0 0.0 0.131
H -6.42513 2.67673 0.10280 0.1 0.0 0.0 0.127
H -4.78358 2.68055 0.81338 -0.1 0.0 -0.1 0.133
H -4.54584 2.64596 -1.64402 -0.1 -0.1 0.0 0.124
H -5.63540 1.23177 -1.75153 0.0 0.0 0.0 0.134
H -0.38140 -1.25456 1.66002 0.1 0.1 -0.2 0.165
H 2.05562 -0.55226 2.19070 0.0 0.1 0.0 0.124
H 2.11330 1.21537 2.35548 0.1 -0.2 0.0 0.127
H 1.53155 0.17107 4.52329 0.1 0.0 0.1 0.076
H 0.17095 1.13198 3.92253 -0.1 0.1 0.1 0.080
H 0.13196 -0.62924 3.80383 -0.1 -0.1 0.1 0.066
H 1.62118 -1.62920 0.22548 -0.1 0.1 0.0 0.125
H -0.84265 -2.22914 -1.44529 -0.1 0.0 0.1 0.122
H -0.60780 -2.99177 0.12592 -0.1 0.0 0.0 0.123
H 0.15965 -4.37321 -1.80631 0.0 0.0 -0.1 0.114
H 1.39979 -3.17322 -2.16556 0.0 -0.1 -0.1 0.111
H 2.07511 -5.26334 -0.79463 -0.1 0.1 0.1 0.115
H 1.20368 -4.52195 0.56298 0.0 -0.1 -0.1 0.122
H 3.40417 -3.38840 -0.76361 0.0 -0.1 0.1 0.085
H 3.56520 -0.98603 -1.06949 0.0 -0.1 0.0 0.105
H 5.46582 0.45052 -0.47751 0.1 0.0 0.0 0.116
```
Forces are in eV/Å.

Calculated values
electronic energy	-1324.69300	a.u.
LUMO energy	0.599	eV
HOMO-LUMO gap	9.0495	eV
ΔE to the lowest compared entry with this formula, charge and spin	327.7	kJ/mol
SMILES	C#Cc1ccc([C@@H]2C=C(C(=O)N3CCOCC3)O[C@H](OCC)[C@H]2CCCO)cc1

***

(4)
C23H30AsBrF6GaGeO as an isolated structure in a non-equilibrium geometry. Source: the OMol25 dataset; level of theory: ωB97M-V/def2-TZVPD.

```
64
Properties=species:S:1:pos:R:3:forces:R:3:lowdin_charge:R:1
Ga 0.38273 -0.94189 -1.85206 0.2 -0.2 -0.4 0.468
C -0.07829 0.84513 2.11613 0.0 0.0 0.1 -0.315
As -1.18056 1.55858 0.67208 0.0 -0.1 -0.2 1.149
C -2.76537 0.45958 1.00542 0.0 0.0 0.1 -0.325
C -1.82869 3.22265 1.55375 0.0 -0.1 0.2 -0.360
C -2.21234 3.09351 2.99654 0.0 0.1 -0.1 -0.320
C -1.26293 3.24445 4.01005 0.0 0.1 0.0 -0.074
C -1.61061 3.10565 5.34723 0.0 0.0 -0.1 -0.091
C -2.92254 2.81261 5.70314 0.0 0.0 -0.1 -0.107
C -3.87897 2.66555 4.70680 0.1 0.0 0.0 -0.093
C -3.52481 2.80329 3.36963 0.0 0.0 0.1 -0.069
H -0.61957 0.83659 3.06242 0.0 0.0 0.0 0.022
H 0.83748 1.43082 2.21591 0.0 0.0 0.0 0.022
H 0.19866 -0.17051 1.84406 0.0 -0.1 0.0 0.000
H -3.00628 0.42475 2.06926 0.0 0.0 0.0 0.018
H -2.56566 -0.54682 0.64061 0.0 0.0 0.0 0.000
H -3.61383 0.86311 0.45130 0.0 0.0 0.0 0.020
H -2.67681 3.53721 0.94752 -0.1 0.1 0.0 0.061
H -1.03534 3.95570 1.42227 0.1 0.1 0.0 0.060
H -0.23803 3.48076 3.74070 -0.1 0.0 0.0 0.111
H -0.85455 3.22770 6.11399 0.0 0.0 0.0 0.098
H -3.19570 2.70257 6.74587 0.0 0.0 0.0 0.094
H -4.90736 2.44851 4.97058 0.0 0.0 0.0 0.097
H -4.28055 2.69187 2.59853 0.0 0.0 0.0 0.109
C 3.02187 0.17721 -3.87354 0.0 0.1 0.1 0.021
C 1.57702 0.55867 -4.23228 0.1 -0.1 0.0 -0.443
O 0.65830 0.22736 -3.29378 -0.4 0.4 -0.2 -0.142
C 1.51014 2.09826 -4.43891 -0.1 -0.2 0.1 -0.546
F 2.52925 2.57009 -5.18619 0.0 0.1 0.0 0.132
F 1.58533 2.71939 -3.24726 0.0 0.0 -0.2 0.139
F 0.37276 2.49841 -5.02640 0.1 0.0 0.1 0.156
C 1.21066 -0.16545 -5.55977 0.0 0.1 0.2 -0.553
F 1.45502 -1.48054 -5.44098 0.0 0.0 -0.1 0.146
F 1.95233 0.28323 -6.60326 -0.1 -0.1 0.0 0.129
F -0.07298 -0.02696 -5.89312 0.0 0.0 -0.1 0.163
H 3.31467 0.71701 -2.97329 0.0 0.0 -0.1 0.084
H 3.72092 0.40520 -4.67844 0.0 0.0 0.0 0.093
H 3.05069 -0.88970 -3.65564 0.0 0.0 0.0 0.096
Br 5.72522 0.94555 1.66161 0.0 0.0 0.0 0.681
C 4.16659 0.39947 0.71413 0.0 0.0 0.0 -0.701
C 3.88067 -0.94855 0.60597 -0.2 0.0 -0.1 -0.135
C 2.73201 -1.33160 -0.08921 0.0 0.1 0.2 -0.112
C 1.87273 -0.39788 -0.67560 0.5 0.0 0.1 -0.232
C 2.21081 0.95369 -0.54318 0.2 -0.1 0.2 -0.158
C 3.34693 1.36406 0.14909 -0.1 -0.1 0.0 -0.139
H 4.54119 -1.68549 1.04692 0.0 0.0 0.0 0.095
H 2.50968 -2.39279 -0.16219 0.0 0.0 0.0 0.091
H 1.58165 1.70797 -0.99765 0.0 0.0 0.0 0.074
H 3.59960 2.41341 0.23442 0.0 0.0 0.0 0.097
C 0.26941 -5.07103 -0.87858 0.2 -0.2 0.0 -0.252
Ge -0.92319 -3.52962 -0.57046 -0.1 -0.3 -0.4 0.588
C -0.45325 -3.03094 1.28001 0.2 0.1 0.2 -0.242
C -2.73002 -4.30392 -0.48946 -0.3 -0.1 0.1 -0.249
C -0.80905 -2.35341 -2.07349 -0.2 0.6 0.9 -0.394
H 0.03388 -5.89781 -0.19490 0.1 0.1 -0.1 0.005
H 1.32212 -4.79416 -0.72881 -0.2 0.0 0.0 -0.001
H 0.15339 -5.41735 -1.91074 0.0 0.0 0.1 0.009
H -0.46449 -3.92575 1.91635 0.0 0.2 -0.1 0.012
H -1.13843 -2.29254 1.70444 0.0 0.0 0.0 -0.007
H 0.56081 -2.60890 1.29909 -0.2 -0.1 0.1 -0.009
H -2.72864 -5.25011 0.06789 0.0 0.2 -0.1 0.004
H -3.06414 -4.50102 -1.51420 0.0 0.0 0.2 0.010
H -3.45022 -3.62466 -0.01721 0.1 -0.1 -0.1 0.003
H -1.79134 -1.87018 -2.18309 -0.1 -0.3 -0.5 -0.091
```
Forces are in eV/Å.

Calculated values
electronic energy	-10380.40429	a.u.
LUMO energy	2.422	eV
total charge	-1
HOMO-LUMO gap	6.2155	eV

***

no.,HOMO (eV)
1,-8.6645
2,-8.0981
3,-8.4500
4,-3.7931